Record 1
{
  "formula": "C2H6OSi",
  "method": "the ωB97M-V functional and the def2-TZVPD basis",
  "orbital_gap_ev": 8.46,
  "elements": ["C", "C", "O", "Si", "H", "H", "H", "H", "H", "H"],
  "positions_angstrom": [[2.56624, 0.36812, -0.32058], [1.45468, 0.23976, 0.32201], [-0.52675, 0.64443, -0.63697], [-1.90748, 0.40034, 0.15570], [3.67286, 0.43008, 0.02606], [2.59695, 0.59790, -1.38693], [1.10401, 0.18542, 1.29742], [-1.75941, 1.00475, 1.55313], [-2.84015, 1.00868, -0.73920], [-2.41007, -0.99510, 0.22392]],
  "atomic_forces_ev_per_a": [[1.5, 0.8, -1.1], [-1.5, 0.9, -1.6], [4.2, -0.6, 0.5], [0.5, -0.3, 1.1], [-2.3, -0.5, 0.3], [-0.5, -0.2, 0.0], [-0.8, -0.3, 1.3], [-0.4, -0.3, -0.5], [-0.9, 0.8, -0.3], [0.2, -0.1, 0.3]],
  "lowdin_charge": [-0.021, 0.122, -0.464, 0.379, 0.121, 0.077, 0.041, -0.071, -0.087, -0.096]
}

***

Record 2
{
  "formula": "C2H6P2",
  "method": "the ωB97M-V functional and the def2-TZVPD basis",
  "smiles": "P[C@H]1CP1",
  "orbital_gap_ev": 10.22,
  "elements": ["P", "C", "C", "P", "H", "H", "H", "H", "H", "H"],
  "positions_angstrom": [[0.81950, -0.49614, 1.53555], [0.27712, 0.15950, -0.09731], [-0.64501, -0.64330, -0.95946], [-1.52583, 0.58252, 0.08938], [0.74457, 0.73711, 2.03191], [2.08172, -0.70181, 1.40474], [1.13428, 0.92227, -0.62990], [-0.78781, -0.59752, -2.00744], [-0.80668, -1.60447, -0.57283], [-1.29186, 1.64185, -0.79465]],
  "atomic_forces_ev_per_a": [[-4.3, -1.5, -0.7], [2.9, 1.5, -1.5], [0.0, 0.6, 0.8], [0.3, 0.6, 0.0], [0.6, 1.7, 1.2], [3.8, -0.1, -0.4], [-3.0, -2.0, 1.4], [0.5, 0.4, -0.9], [-0.3, -1.4, 0.4], [-0.5, 0.3, -0.4]],
  "lowdin_charge": [0.756, -0.877, -0.473, 0.806, -0.140, -0.187, 0.143, 0.050, 0.025, -0.102]
}

***

Record 3
{
  "formula": "C2H6P2",
  "method": "the ωB97M-V functional and the def2-TZVPD basis",
  "smiles": "P[C@H]1CP1",
  "orbital_gap_ev": 9.77,
  "elements": ["P", "C", "C", "P", "H", "H", "H", "H", "H", "H"],
  "positions_angstrom": [[1.68634, 0.25385, -0.96742], [0.16104, 0.45950, 0.17009], [-1.14668, 0.39110, -0.52387], [-0.90223, -1.24399, 0.38270], [1.71682, -1.17522, -1.19593], [2.53014, 0.09259, 0.17393], [0.25008, 1.03563, 1.10692], [-1.97287, 0.90048, -0.12860], [-1.31623, 0.32941, -1.67476], [-1.63440, -1.11867, 1.65121]],
  "atomic_forces_ev_per_a": [[-0.3, -0.1, 1.4], [-0.4, -1.9, -0.5], [-0.6, -0.9, -1.7], [1.0, 0.7, -0.1], [-0.4, 0.6, 0.2], [0.2, 0.1, -0.4], [0.0, -0.2, -0.8], [-0.9, 1.0, 0.7], [1.0, 0.0, 2.1], [0.4, 0.7, -0.9]],
  "lowdin_charge": [0.720, -0.759, -0.544, 0.772, -0.121, -0.121, 0.057, 0.022, 0.095, -0.120]
}

***

Record 4
{
  "formula": "C2H6P2",
  "method": "the ωB97M-V functional and the def2-TZVPD basis",
  "orbital_gap_ev": [5.57, 4.46],
  "elements": ["C", "C", "P", "P", "H", "H", "H", "H", "H", "H"],
  "positions_angstrom": [[1.40392, 0.13858, -0.65588], [0.74975, -0.38795, 0.53287], [-0.87173, -1.35271, 0.27694], [-1.78183, 0.29066, -0.51264], [1.22420, 1.07677, -0.90792], [1.87935, -0.27533, -1.52459], [1.34241, -1.05796, 1.11173], [0.52850, 0.40617, 1.29047], [-1.45803, 1.28704, 0.45485], [-3.01655, -0.12527, -0.06583]],
  "atomic_forces_ev_per_a": [[-0.8, -3.0, 1.3], [1.6, 1.1, 0.2], [0.9, -1.7, 0.6], [-0.4, 1.6, -1.3], [-1.0, 4.5, -0.5], [0.3, -1.5, 0.4], [0.6, -1.1, 0.1], [-0.1, -0.2, -0.9], [-0.3, -0.1, 0.0], [-1.0, 0.2, 0.2]],
  "lowdin_charge": [-0.020, -0.659, 0.475, 0.387, -0.022, 0.053, 0.030, 0.062, -0.121, -0.185]
}

***

Record 5
{
  "formula": "C2H6S2",
  "method": "the ωB97M-V functional and the def2-TZVPD basis",
  "smiles": "SCCS",
  "orbital_gap_ev": 10.03,
  "elements": ["S", "C", "C", "S", "H", "H", "H", "H", "H", "H"],
  "positions_angstrom": [[0.20912, 0.41271, -2.16773], [-0.13823, -0.42815, -0.59798], [0.12237, 0.45729, 0.60472], [-0.19642, -0.40063, 2.18412], [1.56601, 0.34269, -2.07558], [0.44717, -1.35145, -0.52662], [-1.20675, -0.72969, -0.64422], [-0.44248, 1.40582, 0.58511], [1.16448, 0.75459, 0.64494], [-1.52527, -0.46320, 1.99324]],
  "atomic_forces_ev_per_a": [[0.5, -0.1, 0.0], [-0.5, -0.3, 0.0], [-0.2, 0.4, 0.3], [-0.2, 0.1, -0.2], [-0.6, 0.1, 0.0], [-0.1, 0.2, 0.0], [0.6, 0.2, 0.0], [0.1, -0.5, -0.2], [0.3, -0.1, 0.0], [0.1, -0.1, 0.2]],
  "lowdin_charge": [0.677, -0.677, -0.669, 0.680, -0.132, 0.067, 0.071, 0.073, 0.055, -0.145]
}

***

Record 6
{
  "formula": "C2H6Se",
  "method": "the ωB97M-V functional and the def2-TZVPD basis",
  "smiles": "CC=[Se].[H][H]",
  "orbital_gap_ev": [7.89, 7.89],
  "elements": ["C", "C", "Se", "H", "H", "H", "H", "H", "H"],
  "positions_angstrom": [[-0.40904, -0.08385, 0.90018], [0.97562, 0.34677, 0.50171], [2.26884, -0.89231, 0.37458], [-1.02006, 0.69212, 0.28435], [-0.64893, -1.06316, 0.68078], [-0.51092, 0.12042, 1.90821], [1.04945, 1.45584, 0.50526], [-0.84276, -0.11820, -2.91155], [-0.86220, -0.45761, -2.24352]],
  "atomic_forces_ev_per_a": [[0.4, 3.8, -3.3], [0.5, -1.5, 1.0], [-0.7, 1.5, -0.2], [0.1, -1.6, 1.2], [-0.4, -2.0, -0.5], [-0.5, 0.5, 2.2], [0.7, -0.8, -0.3], [0.0, -0.1, 0.3], [0.0, 0.1, -0.3]],
  "lowdin_charge": [-0.223, -0.698, 0.651, 0.106, 0.028, 0.047, 0.052, 0.028, 0.010]
}

***

Record 7
{
  "formula": "C2H7BO3",
  "method": "the ωB97M-V functional and the def2-TZVPD basis",
  "smiles": "CCOB(O)O",
  "orbital_gap_ev": 11.04,
  "elements": ["C", "C", "O", "B", "O", "O", "H", "H", "H", "H", "H", "H", "H"],
  "positions_angstrom": [[-0.74884, 1.94737, 0.30990], [-0.47749, 0.57368, -0.23272], [0.10689, -0.30047, 0.72323], [0.67524, -1.42144, 0.08781], [0.67825, -1.40558, -1.31679], [1.25782, -2.45826, 0.73139], [0.16541, 2.38880, 0.69860], [-1.13198, 2.64076, -0.45236], [-1.48293, 1.89082, 1.12787], [0.18478, 0.58758, -1.10607], [-1.41480, 0.11085, -0.56582], [0.98914, -2.24865, -1.69057], [1.19852, -2.30545, 1.68555]],
  "atomic_forces_ev_per_a": [[-0.2, 0.2, 0.6], [-0.5, 0.2, -1.0], [0.9, -1.5, -0.3], [-0.4, 1.5, -1.2], [0.2, -1.1, 0.7], [-0.1, 0.0, 0.9], [0.1, 0.0, 0.1], [0.0, -0.4, 0.1], [0.2, 0.1, -0.2], [-0.3, 0.5, 0.2], [0.0, 0.1, -0.1], [-0.1, 0.5, 0.3], [0.1, -0.3, -0.1]],
  "lowdin_charge": [-0.072, -0.280, 0.074, -0.774, 0.132, 0.203, 0.075, 0.082, 0.081, 0.115, 0.127, 0.118, 0.118]
}

***

Record 8
{
  "formula": "C2H7BrN",
  "method": "the ωB97M-V functional and the def2-TZVPD basis",
  "total_charge": 1,
  "orbital_gap_ev": [7.56, 9.13],
  "spin_multiplicity": 3,
  "elements": ["C", "C", "N", "Br", "H", "H", "H", "H", "H", "H", "H"],
  "positions_angstrom": [[0.45102, 1.59941, 0.10626], [-0.92744, -0.26350, -0.55624], [-0.41124, -1.44773, 0.16121], [-2.70954, 0.15951, -0.02507], [1.35606, 1.30187, -0.38793], [-0.13098, 2.37258, -0.35310], [0.38894, 1.48843, 1.17088], [-0.78963, -0.30757, -1.62793], [0.60695, -1.53704, 0.03280], [-0.62422, -1.35281, 1.16736], [-0.86250, -2.32141, -0.16746]],
  "atomic_forces_ev_per_a": [[1.4, 1.8, 0.7], [-3.2, -1.9, -0.4], [-0.1, 0.0, 0.1], [1.5, -0.2, -0.3], [0.2, -0.3, -0.2], [-0.3, 0.1, -0.2], [-0.1, -0.1, 0.4], [0.4, 0.2, 0.0], [-0.1, 0.0, 0.1], [0.2, -0.1, -0.3], [0.2, 0.3, 0.1]],
  "mulliken_spin": [0.900, 0.848, -0.016, 0.144, 0.036, 0.024, 0.022, 0.004, 0.006, 0.005, 0.026]
}

***

Record 9
{
  "formula": "C2H7ClN2O",
  "method": "the ωB97M-V functional and the def2-TZVPD basis",
  "orbital_gap_ev": 8.36,
  "elements": ["C", "C", "N", "N", "O", "Cl", "H", "H", "H", "H", "H", "H", "H"],
  "positions_angstrom": [[1.50982, 0.21859, 0.58653], [-0.63026, -1.08055, -0.29087], [-0.23728, 1.30912, -0.31497], [0.28797, 0.12611, 0.05190], [-1.55301, -1.46260, 0.70890], [-2.94272, 0.85619, -0.71414], [1.91889, 1.21113, 0.64188], [2.01438, -0.81934, 0.88991], [-0.09718, -1.93122, -0.47657], [-1.15027, -0.58426, -1.20732], [-1.34578, 1.34858, -0.51746], [0.09680, 2.05071, 0.24748], [-2.32062, -0.78961, 0.71666]],
  "atomic_forces_ev_per_a": [[-1.8, -4.7, -0.5], [-3.2, 2.7, -0.2], [-1.3, -0.3, -0.9], [2.6, 1.5, 1.6], [0.2, 2.0, -0.6], [-1.3, 0.1, 0.0], [0.4, -0.1, 0.2], [-1.1, 2.8, -0.6], [2.0, -1.8, -0.6], [0.7, -1.5, 1.4], [1.0, -0.6, 0.3], [0.4, 0.8, 0.5], [1.3, -0.9, -0.5]],
  "lowdin_charge": [0.105, -0.204, 0.012, -0.170, -0.083, -0.033, 0.083, 0.143, 0.092, 0.090, -0.155, 0.085, 0.033]
}

***

Record 10
{
  "formula": "C2H7ClN3",
  "method": "the ωB97M-V functional and the def2-TZVPD basis",
  "total_charge": 1,
  "orbital_gap_ev": 9.02,
  "elements": ["C", "C", "N", "N", "N", "Cl", "H", "H", "H", "H", "H", "H", "H"],
  "positions_angstrom": [[-0.30184, -0.09283, 0.76216], [-1.33898, 0.37242, -0.28347], [-0.52672, -1.28698, 0.38743], [-1.20603, -1.05871, -0.77743], [2.28633, 0.75434, 0.06802], [-2.97375, 0.56793, 0.16285], [0.35997, 0.37554, 1.38739], [-1.04188, 1.15790, -0.92148], [-0.40788, -2.22253, 0.68372], [-2.07021, -1.55049, -1.08486], [2.42740, 1.59938, 0.62099], [1.63557, 0.96687, -0.59836], [3.15804, 0.41714, -0.40695]],
  "atomic_forces_ev_per_a": [[-3.0, 0.0, -1.2], [1.1, -1.2, -0.4], [-0.4, -1.1, -0.4], [-0.6, 1.3, -1.6], [2.4, -1.0, 1.7], [-0.9, 0.7, 0.9], [1.4, 0.5, 1.8], [0.4, 0.7, -1.0], [1.2, -1.1, 0.8], [0.7, 0.1, 1.2], [0.5, -0.3, -0.3], [-1.7, 0.8, -2.4], [-1.1, 0.7, 0.9]],
  "lowdin_charge": [0.049, -0.624, 0.111, 0.023, 0.036, 0.780, 0.100, 0.096, 0.191, 0.157, 0.046, -0.038, 0.073]
}

***

Please write out number 7 again, unchanged.
{
  "formula": "C2H7BO3",
  "method": "the ωB97M-V functional and the def2-TZVPD basis",
  "smiles": "CCOB(O)O",
  "orbital_gap_ev": 11.04,
  "elements": ["C", "C", "O", "B", "O", "O", "H", "H", "H", "H", "H", "H", "H"],
  "positions_angstrom": [[-0.74884, 1.94737, 0.30990], [-0.47749, 0.57368, -0.23272], [0.10689, -0.30047, 0.72323], [0.67524, -1.42144, 0.08781], [0.67825, -1.40558, -1.31679], [1.25782, -2.45826, 0.73139], [0.16541, 2.38880, 0.69860], [-1.13198, 2.64076, -0.45236], [-1.48293, 1.89082, 1.12787], [0.18478, 0.58758, -1.10607], [-1.41480, 0.11085, -0.56582], [0.98914, -2.24865, -1.69057], [1.19852, -2.30545, 1.68555]],
  "atomic_forces_ev_per_a": [[-0.2, 0.2, 0.6], [-0.5, 0.2, -1.0], [0.9, -1.5, -0.3], [-0.4, 1.5, -1.2], [0.2, -1.1, 0.7], [-0.1, 0.0, 0.9], [0.1, 0.0, 0.1], [0.0, -0.4, 0.1], [0.2, 0.1, -0.2], [-0.3, 0.5, 0.2], [0.0, 0.1, -0.1], [-0.1, 0.5, 0.3], [0.1, -0.3, -0.1]],
  "lowdin_charge": [-0.072, -0.280, 0.074, -0.774, 0.132, 0.203, 0.075, 0.082, 0.081, 0.115, 0.127, 0.118, 0.118]
}